Density functional theory data (wB97M-V/def2-TZVPD) for a 5-piece molecular cluster, C27H54O6 overall at a distorted geometry.

Output
- structure (SMILES) = CCCCCCCCCC1=CC(=O)C=CC1=O.CC(C)O.CC(C)O.CC(C)O.CC(C)O
- HOMO-LUMO gap (eV) = 8.78

Positions of all 87 atoms, in Å:
C: -2.3401 -1.4831 -4.5323
C: -2.4893 -1.9564 -3.0485
C: -1.7341 -3.3042 -2.8225
C: -2.3821 -4.1817 -1.7381
C: -2.5028 -3.4444 -0.3610
C: -1.8471 -4.2487 0.8038
C: -0.3913 -3.7618 0.9682
C: -0.2638 -2.3503 1.5524
C: 1.2018 -1.8031 1.6515
C: 2.1365 -2.3055 0.5782
C: 2.7635 -3.4588 0.6531
C: 3.6616 -3.9992 -0.4155
O: 4.2267 -5.0246 -0.2670
C: 3.7936 -3.1757 -1.6650
C: 3.2057 -2.0121 -1.7858
C: 2.3448 -1.4830 -0.6640
O: 1.8325 -0.4221 -0.8167
H: -3.2889 -1.6069 -5.0684
H: -2.0485 -0.4272 -4.5916
H: -1.5509 -2.0623 -5.0284
H: -2.0525 -1.1551 -2.4349
H: -3.5430 -2.0250 -2.7472
H: -0.6973 -3.0314 -2.5611
H: -1.6942 -3.8015 -3.8021
H: -3.4008 -4.4485 -2.0537
H: -1.7887 -5.1069 -1.6701
H: -1.9855 -2.4880 -0.4975
H: -3.5666 -3.2861 -0.1650
H: -1.7983 -5.2908 0.4502
H: -2.4357 -4.2396 1.7292
H: 0.0904 -3.8748 -0.0154
H: 0.1487 -4.4622 1.6308
H: -0.6488 -2.3623 2.5834
H: -0.8540 -1.6146 0.9917
H: 1.6350 -1.9692 2.6455
H: 1.1417 -0.7109 1.5297
H: 2.6238 -4.0777 1.5407
H: 4.4125 -3.5996 -2.4562
H: 3.3458 -1.4353 -2.6966
C: -3.2023 0.7281 1.5371
C: -3.2806 0.4160 0.0510
C: -3.8219 1.6001 -0.7346
O: -4.1191 -0.7204 -0.1565
H: -4.1939 0.9507 1.9396
H: -2.8202 -0.1333 2.0897
H: -2.5496 1.5826 1.7282
H: -2.2883 0.1512 -0.3230
H: -4.8345 1.8507 -0.4052
H: -3.8813 1.3590 -1.7977
H: -3.1879 2.4802 -0.6114
H: -5.0011 -0.5023 0.1681
C: 3.8880 2.7556 -1.1201
C: 2.7827 3.7499 -1.4317
C: 2.2391 4.3849 -0.1606
O: 1.7253 3.0893 -2.1280
H: 3.5095 1.9433 -0.4922
H: 4.2619 2.2995 -2.0387
H: 4.7221 3.2342 -0.6052
H: 3.1632 4.5280 -2.0960
H: 1.8112 3.6238 0.4985
H: 1.4398 5.0898 -0.3964
H: 3.0232 4.9153 0.3835
H: 1.3801 2.3956 -1.5521
C: 9.0096 2.0349 -0.9413
C: 8.3558 3.3843 -0.6863
C: 9.2823 4.3097 0.0876
O: 7.1426 3.1997 0.0427
H: 9.2455 1.5352 0.0027
H: 8.3314 1.3790 -1.4893
H: 9.9308 2.1436 -1.5165
H: 8.0864 3.8468 -1.6372
H: 9.5271 3.8830 1.0646
H: 8.7980 5.2701 0.2707
H: 10.2115 4.4858 -0.4573
H: 7.3635 2.7909 0.8880
C: -8.2255 1.3998 2.9076
C: -7.0516 1.3828 3.8750
C: -7.3644 2.1740 5.1356
O: -5.8964 1.9306 3.2384
H: -8.4543 2.4228 2.5955
H: -7.9855 0.8363 2.0043
H: -9.1187 0.9671 3.3614
H: -6.8088 0.3523 4.1393
H: -7.5658 3.2216 4.8945
H: -6.5121 2.1609 5.8165
H: -8.2322 1.7639 5.6550
H: -6.0947 2.8437 2.9980

Forces on atoms 1 to 6 (eV/Å):
C -0.189 -0.026 0.540
C 0.545 0.247 -0.557
C -0.573 0.855 0.007
C 0.244 0.331 -0.049
C 0.159 -0.960 -0.275
C 0.312 0.237 -1.071

Atom charges from the Löwdin analysis, given in e for atoms 1 to 4: C -0.106; C -0.248; C -0.220; C -0.201

***

Density functional theory data (wB97M-V/def2-TZVPD) for a 12-piece molecular cluster, C27H54O9 overall at a distorted geometry.

Output
- structure (SMILES) = c1ccccc1.c1ccccc1.c1ccccc1.CO.CO.CO.CO.CO.CO.CO.CO.CO
- HOMO-LUMO gap (eV) = 9.61
- energy above the lowest of the compared OMol25 structures with the same formula, charge and spin (kJ/mol) = 400.1

Positions of all 90 atoms, in Å:
C: -13.2658 7.5189 3.8605
O: -14.6057 6.9804 4.0648
H: -12.6934 7.4080 4.7538
H: -12.7387 7.0360 3.0217
H: -13.4028 8.5351 3.5458
H: -14.7055 6.1499 3.5733
C: -18.0232 11.5343 2.9590
O: -17.8013 11.0130 4.3121
H: -19.0514 11.8909 2.9387
H: -17.3504 12.3877 2.8453
H: -17.8236 10.8282 2.1670
H: -17.5508 10.0974 4.1988
C: -16.6545 6.1736 7.6290
O: -15.8521 5.4388 6.6399
H: -17.7211 6.0417 7.4050
H: -16.5073 5.7292 8.6332
H: -16.4151 7.2075 7.6860
H: -15.0992 6.0234 6.3893
C: -14.3677 11.7423 2.2683
O: -14.4012 10.4400 2.7991
H: -14.5242 12.4561 3.0717
H: -13.3815 11.9267 1.9732
H: -15.0725 11.8519 1.4697
H: -15.2989 10.2653 3.0788
C: -22.0516 7.8184 6.0916
O: -20.7459 8.4387 6.1423
H: -22.7017 8.1265 5.2613
H: -21.9333 6.7421 6.1703
H: -22.6161 8.1330 6.9628
H: -20.7781 9.3779 6.1051
C: -13.7743 5.0262 0.4460
O: -14.4683 5.3273 1.5977
H: -12.8325 4.5890 0.7700
H: -14.3213 4.3564 -0.1962
H: -13.4414 5.9235 -0.1570
H: -15.1147 6.0256 1.3594
C: -19.8977 12.2776 6.5365
O: -20.1322 11.2077 5.6439
H: -19.4137 12.0348 7.4717
H: -19.3093 13.0187 6.0006
H: -20.8897 12.6790 6.7331
H: -19.2957 11.0583 5.1458
C: -15.7186 8.5182 0.1925
O: -16.2152 7.4661 0.9946
H: -15.2595 7.9815 -0.6249
H: -16.4927 9.1698 -0.1585
H: -15.0119 9.1548 0.7245
H: -16.4971 7.8366 1.8423
C: -17.6725 7.6446 4.0285
O: -16.6665 8.5628 3.5349
H: -18.5543 8.0740 4.4002
H: -17.8514 6.9156 3.2385
H: -17.2601 7.0837 4.8249
H: -15.8390 8.0315 3.7021
C: -20.6132 6.1361 -2.4018
C: -21.8443 6.2965 -3.1348
C: -22.5833 7.3991 -2.8840
C: -22.2211 8.4003 -2.0031
C: -21.0125 8.3084 -1.3953
C: -20.2022 7.1792 -1.5982
H: -20.0344 5.2245 -2.4623
H: -22.2708 5.4810 -3.6959
H: -23.5254 7.5626 -3.4264
H: -22.7968 9.3090 -1.8888
H: -20.6808 9.1027 -0.7573
H: -19.2586 7.1768 -1.0995
C: -13.7033 9.5082 6.9475
C: -14.7622 10.0202 6.2051
C: -15.9207 10.4664 6.8408
C: -16.0710 10.4199 8.2134
C: -15.0495 9.8286 8.9759
C: -13.8533 9.4433 8.3475
H: -12.8601 9.1346 6.3691
H: -14.5832 10.1537 5.1491
H: -16.7162 10.7793 6.1826
H: -17.0332 10.6994 8.6329
H: -14.9969 9.6455 10.0213
H: -13.0943 8.8576 8.8595
C: -20.2337 4.2989 2.9264
C: -20.1857 4.0336 1.5714
C: -18.9451 3.6523 0.9826
C: -17.8128 3.5366 1.7762
C: -17.9062 3.6652 3.1744
C: -19.0908 4.1284 3.7214
H: -21.1367 4.7345 3.3597
H: -21.0055 4.1947 0.8627
H: -18.7952 3.5884 -0.0490
H: -16.7903 3.3253 1.4437
H: -17.0328 3.4978 3.7368
H: -19.2366 4.3124 4.7595

Forces on atoms 1 to 6 (eV/Å):
C -0.840 -0.667 -1.239
O 0.592 -0.102 -0.052
H 0.355 0.050 0.644
H -0.359 -0.202 0.368
H 0.163 0.667 0.262
H 0.282 0.066 -0.029

Atom charges from the Löwdin analysis, given in e for atoms 1 to 4: C -0.069; O -0.137; H 0.065; H 0.092

***

Density functional theory data (wB97M-V/def2-TZVPD) for a 6-piece molecular cluster, C27H55BBrFNO17S overall at a distorted geometry.

Output
- HOMO-LUMO gap (eV) = 8.69
- net charge = +1

Positions of all 104 atoms, in Å:
C: -5.4342 -0.7451 -2.3878
C: -4.9417 0.3267 -3.5519
O: -3.4845 0.5121 -3.4631
B: -3.1360 1.6221 -2.5205
O: -3.2345 3.0205 -3.0559
C: -2.6080 1.3390 -0.9534
N: -1.5702 2.3639 -0.4965
C: -1.2006 2.2641 0.9666
C: -1.5896 0.8224 1.6733
S: -0.9862 0.6751 3.4548
C: -3.2384 0.6472 1.5237
Br: -3.8099 -1.3038 1.6112
C: -3.8294 1.4006 0.1538
F: -4.2807 2.8098 0.4557
H: -5.7361 -1.7722 -2.8780
H: -4.4838 -0.9826 -1.7105
H: -6.3114 -0.2696 -1.7734
H: -5.1778 -0.2099 -4.5886
H: -5.5201 1.3446 -3.5295
H: -2.2790 3.2270 -3.3525
H: -2.0970 0.2616 -1.0110
H: -0.7633 2.3303 -1.1621
H: -2.0280 3.3125 -0.6520
H: -0.0649 2.5575 1.1797
H: -1.8387 3.0847 1.5514
H: -1.1191 -0.0180 0.9773
H: 0.0136 -0.3489 3.5105
H: -3.7400 1.1526 2.4624
H: -4.8016 0.8275 -0.1715
C: 4.5102 5.1061 0.4398
C: 4.1476 3.6337 0.5369
O: 2.9574 3.3493 -0.2066
C: 3.1128 3.2629 -1.5494
O: 4.1599 3.3971 -2.1648
O: 1.8948 3.0309 -2.1014
C: 1.8989 3.0180 -3.5273
H: 3.6614 5.7318 0.7335
H: 5.3636 5.3380 1.0827
H: 4.7685 5.3842 -0.5868
H: 3.9366 3.3824 1.5821
H: 4.9734 2.9905 0.2116
H: 2.6459 2.3193 -3.9172
H: 2.0788 4.0288 -3.9066
H: 0.9123 2.6913 -3.8671
C: 6.5836 0.7993 -4.7565
C: 5.5285 1.5744 -5.5275
O: 5.8040 1.5556 -6.9325
C: 5.4866 0.4067 -7.5758
O: 4.9899 -0.5893 -7.0714
O: 5.8443 0.5393 -8.8784
C: 5.6565 -0.6430 -9.6531
H: 7.5858 1.1649 -5.0017
H: 6.4233 0.8938 -3.6790
H: 6.5624 -0.2641 -5.0145
H: 5.5507 2.6238 -5.2138
H: 4.5193 1.1986 -5.3233
H: 4.6325 -1.0194 -9.5638
H: 6.3779 -1.4064 -9.3451
H: 5.8415 -0.3952 -10.7018
C: -1.2829 -4.3629 2.9644
C: -2.6251 -4.4977 3.6636
O: -3.2665 -5.7276 3.3080
C: -2.7898 -6.8356 3.9240
O: -1.8845 -6.8725 4.7439
O: -3.4725 -7.9089 3.4503
C: -2.9991 -9.1597 3.9447
H: -1.3976 -4.4896 1.8832
H: -0.8391 -3.3837 3.1636
H: -0.5811 -5.1324 3.3008
H: -3.2861 -3.6884 3.3347
H: -2.5260 -4.4103 4.7517
H: -2.9646 -9.1684 5.0388
H: -2.0116 -9.3747 3.5245
H: -3.6920 -9.9393 3.6164
C: 7.2315 -3.8097 0.8583
C: 7.6691 -2.6023 0.0461
O: 6.5696 -2.0542 -0.6895
C: 5.7001 -1.3049 0.0294
O: 5.7767 -1.0570 1.2234
O: 4.7060 -0.8987 -0.8008
C: 3.6628 -0.1803 -0.1460
H: 6.7352 -4.5453 0.2176
H: 8.0900 -4.2813 1.3442
H: 6.5116 -3.5271 1.6328
H: 8.4187 -2.9147 -0.6891
H: 8.1361 -1.8371 0.6768
H: 4.0599 0.6606 0.4315
H: 3.0937 -0.8579 0.4981
H: 2.9902 0.2157 -0.9117
C: -6.7809 1.8180 3.0545
C: -7.2400 3.0158 3.8688
O: -7.7953 2.6008 5.1217
C: -6.8969 2.2492 6.0723
O: -5.6806 2.2628 5.9560
O: -7.5820 1.8475 7.1730
C: -6.7526 1.3516 8.2216
H: -7.5937 1.0931 2.9441
H: -6.4444 2.1303 2.0622
H: -5.9554 1.2955 3.5480
H: -8.0360 3.5373 3.3260
H: -6.4289 3.7369 4.0219
H: -5.9719 2.0718 8.4864
H: -6.3121 0.3947 7.9246
H: -7.3800 1.1855 9.1015

Forces on atoms 1 to 6 (eV/Å):
C 0.706 0.263 -0.225
C -1.481 -1.552 -0.766
O -0.164 2.948 3.242
B -0.971 0.160 -3.016
O 2.792 -2.866 1.192
C -1.003 -1.049 -0.606

Atom charges from the Löwdin analysis, given in e for atoms 1 to 4: C -0.083; C -0.206; O -0.052; B -0.325